The following is a DFT calculation (ωB97M-V/def2-TZVPD) of a cluster of 3 separate species, C10H21Br4OS in total in a non-equilibrium geometry.

Computed properties:
Energy above the lowest of the compared OMol25 structures with the same formula, charge and spin ... 15.6 kcal/mol
Net charge ... -1
Strongest force on any atom ... 1.98 eV/Å
Orbital gap ... 3.30 eV
LUMO energy ... 2.002 eV

Atoms and positions in Å:
C  3.74096  -3.65385  0.14839
C  2.30954  -3.33867  -0.42128
S  1.58385  -1.81045  0.27765
C  1.78478  -0.41272  -0.90509
C  2.96017  0.48796  -0.37573
C  3.57212  1.26725  -1.57442
O  4.86106  1.83916  -1.32059
C  4.92712  2.43576  -0.04809
H  4.49445  -2.97323  -0.27580
H  4.01435  -4.71628  -0.02482
H  3.68470  -3.53383  1.24716
H  2.37927  -3.31954  -1.52447
H  1.66738  -4.17527  -0.08265
H  0.85272  0.18405  -0.83518
H  1.92667  -0.74234  -1.96725
H  3.74753  -0.19381  0.03283
H  3.72544  0.53843  -2.41718
H  2.88576  2.08455  -1.90107
H  5.87275  3.02402  -0.02182
H  4.99163  1.71063  0.78236
H  4.08822  3.12833  0.14704
Br  -0.56503  3.32781  0.13203
C  -2.19766  2.51254  -0.54536
C  -2.95074  1.79836  0.54683
Br  -2.10024  0.10463  0.99141
H  -1.90607  1.85453  -1.35981
H  -2.78908  3.33736  -0.94101
H  -3.95444  1.53941  0.21411
H  -3.01666  2.37159  1.46657
Br  -5.45420  0.84411  2.80552
C  -5.81698  -0.81331  1.85131
C  -6.66345  -0.57490  0.62912
Br  -8.53090  -0.27043  1.09804
H  -6.27825  -1.49244  2.56256
H  -4.83668  -1.19688  1.56828
H  -6.67022  -1.45718  -0.00848
H  -6.33989  0.28467  0.04892

Cartesian forces (eV/Å) of the 3 atoms listed first:
-0.7920 0.0257 0.2268
1.0813 -0.3227 0.1356
-0.5224 -0.1804 -0.3171

=====

The following is a DFT calculation (ωB97M-V/def2-TZVPD) of a structure of composition C10H21Cl2CoOP in a non-equilibrium geometry.

Computed properties:
Energy above the lowest of the compared OMol25 structures with the same formula, charge and spin ... 65.1 kcal/mol
Net charge ... -1
Strongest force on any atom ... 8.15 eV/Å
Orbital gap (alpha / beta) ... 4.61 / 6.31 eV
Multiplicity ... 5
LUMO energy (alpha / beta) ... 2.886 / 2.870 eV

Atoms and positions in Å:
Co  1.31810  -0.14523  -0.68156
Cl  -0.46029  -1.60893  -0.15926
Cl  -0.45070  3.01050  -0.49852
C  2.97986  -0.38276  -0.37504
H  3.44929  0.34176  0.33081
H  3.69057  -0.66464  -1.18597
C  -0.84458  1.45881  -1.26311
C  0.27215  0.81302  -1.85285
H  -1.11030  0.87415  -0.35434
C  0.11494  -0.28577  -2.91196
H  1.17799  1.42424  -1.97458
C  -1.18168  -0.24863  -3.71139
H  0.99570  -0.45065  -3.54876
H  0.04484  -1.21895  -2.30548
C  -2.36906  0.14514  -2.82711
H  -1.07432  0.48285  -4.50629
H  -1.36975  -1.20137  -4.21394
C  -2.18236  1.44306  -2.02084
H  -3.24591  0.31519  -3.47459
H  -2.58472  -0.67752  -2.13246
H  -2.20824  2.29885  -2.70236
H  -2.95662  1.55121  -1.25718
C  -0.77223  0.27924  2.54694
P  0.82790  -0.50492  2.60103
C  1.79535  0.29223  3.86083
C  0.51378  -2.15552  3.21162
O  1.63348  -0.35926  1.31886
H  -1.49686  -0.35946  2.04310
H  -0.72989  1.22866  2.01376
H  -1.12843  0.46738  3.56035
H  1.33167  0.21585  4.84185
H  2.78006  -0.16937  3.91973
H  1.91635  1.34757  3.62443
H  -0.08265  -2.74132  2.51533
H  1.43893  -2.69278  3.41284
H  -0.03236  -2.12263  4.15616

Cartesian forces (eV/Å) of the 3 atoms listed first:
-4.5927 -1.0058 2.3877
-1.0381 -1.2408 0.5357
0.0744 1.0648 -0.0148

=====

The following is a DFT calculation (ωB97M-V/def2-TZVPD) of a structure of composition C10H21Cl2PW in a non-equilibrium geometry.

Computed properties:
Energy above the lowest of the compared OMol25 structures with the same formula, charge and spin ... 19.3 kcal/mol
Net charge ... 0
Strongest force on any atom ... 4.61 eV/Å
Orbital gap (alpha / beta) ... 6.86 / 6.68 eV
Multiplicity ... 3
LUMO energy (alpha / beta) ... -0.335 / -0.554 eV

Atoms and positions in Å:
W  -1.21031  1.64281  1.62191
Cl  0.01877  3.33381  0.57110
Cl  0.19685  2.09855  3.33806
C  2.39993  -0.94212  -0.47181
H  2.94184  -1.65200  0.20150
H  2.11961  -0.03885  0.10969
C  -1.23938  0.90336  -0.26360
C  1.64574  -0.97449  -1.54723
H  -0.80968  -0.13138  -0.25540
C  1.75159  -0.04328  -2.75286
H  0.81857  -1.68087  -1.63947
C  1.13163  1.40804  -2.73090
H  2.82570  0.13393  -3.00285
H  1.28027  -0.53449  -3.62998
C  -0.38709  1.61656  -2.76421
H  1.61316  2.06351  -1.97488
H  1.48128  1.80841  -3.69422
C  -1.39911  1.50373  -1.57690
H  -0.52508  2.64071  -3.13591
H  -0.76942  1.00767  -3.60730
H  -1.80492  2.53622  -1.43209
H  -2.16253  0.83283  -2.00343
C  0.70108  -1.42038  3.07534
P  -0.50567  -0.67166  1.96294
C  -0.96162  -2.16328  0.98999
C  -1.97849  -0.27370  2.95625
H  1.58575  -1.71328  2.49168
H  0.23900  -2.32351  3.50533
H  0.98337  -0.71824  3.86609
H  -1.35312  -2.91503  1.69303
H  -1.72142  -1.96182  0.22490
H  -0.06848  -2.57255  0.49288
H  -2.35711  -1.29246  3.07978
H  -1.74282  0.16613  3.92369
H  -2.73792  0.32713  2.37886

Cartesian forces (eV/Å) of the 3 atoms listed first:
0.9429 -1.1062 -4.3777
-0.4127 0.6997 -0.0376
1.1192 0.3029 2.3535

=====

The following is a DFT calculation (ωB97M-V/def2-TZVPD) of a structure of composition C10H21CrINO2P2Se in a non-equilibrium geometry.

Computed properties:
Energy above the lowest of the compared OMol25 structures with the same formula, charge and spin ... 7.0 kcal/mol
Net charge ... +2
Strongest force on any atom ... 6.14 eV/Å
Orbital gap (alpha / beta) ... 5.06 / 4.98 eV
Multiplicity ... 4
LUMO energy (alpha / beta) ... -8.910 / -8.925 eV

Atoms and positions in Å:
C  0.00204  0.18374  -5.32014
C  0.01175  1.27891  -4.42263
H  0.00246  0.59176  -6.34968
H  -0.90584  -0.42921  -5.15857
H  0.90027  -0.44339  -5.16472
O  0.02159  2.20391  -3.71877
I  -0.02625  -2.76645  -1.62718
Cr  -0.00324  -0.30776  -0.95796
P  2.35899  -0.12317  -0.66442
C  2.94193  1.18095  0.44448
C  2.84304  -1.63919  0.19494
H  3.93823  -1.69388  0.14363
H  4.49472  -0.00973  -1.81997
H  2.39905  -2.50310  -0.31499
H  3.22697  -0.86651  -2.76432
H  2.68618  0.94298  1.48645
H  2.50304  -1.61447  1.23743
C  3.43112  -0.01277  -2.10963
H  4.03206  1.23536  0.32259
H  3.19520  0.92666  -2.62530
H  2.48189  2.14018  0.17828
P  -2.36096  -0.07946  -0.66167
C  -2.91924  1.23700  0.44541
C  -3.43213  0.04801  -2.10603
H  -2.44539  -2.45763  -0.30781
H  -3.96852  -1.61900  0.15105
H  -2.53080  -1.56452  1.24298
C  -2.87245  -1.58463  0.20095
H  -3.24396  -0.80994  -2.75996
H  -4.49506  0.07005  -1.81497
H  -4.00821  1.31200  0.32399
H  -2.44126  2.18714  0.17818
H  -3.18048  0.98246  -2.62324
H  -2.66780  0.99575  1.48768
C  0.01464  1.66652  -1.12539
O  0.02607  2.83161  -0.96348
Se  -0.00350  -0.60863  3.84637
C  -0.00335  -0.50245  2.12674
N  -0.00287  -0.37952  0.93246

Cartesian forces (eV/Å) of the 3 atoms listed first:
-0.0335 -0.5427 -0.4356
0.0655 4.5723 3.1404
-0.0027 -0.0282 0.2415

=====

The following is a DFT calculation (ωB97M-V/def2-TZVPD) of a structure of composition C10H21F6NNaO15S5 in a non-equilibrium geometry.

Computed properties:
Energy above the lowest of the compared OMol25 structures with the same formula, charge and spin ... 0.0 kcal/mol
Net charge ... -1
Strongest force on any atom ... 3.53 eV/Å
Orbital gap ... 5.86 eV
LUMO energy ... 1.501 eV

Atoms and positions in Å:
Na  0.25982  -0.11940  -0.88614
C  -5.81309  4.44009  -2.89479
F  -5.57875  4.38843  -1.60095
F  -7.04838  4.92094  -3.01239
F  -4.97288  5.27212  -3.47236
S  -5.71297  2.77207  -3.79906
O  -7.03878  2.22940  -3.82401
O  -5.24534  3.16046  -5.10821
N  -4.46350  1.92486  -3.05559
S  -5.06903  1.12388  -1.87028
O  -6.11587  1.75867  -1.07877
O  -5.30544  -0.24122  -2.24272
C  -3.53515  1.02736  -0.73044
F  -2.50904  0.40672  -1.34136
F  -3.11035  2.26996  -0.43257
F  -3.81142  0.32818  0.38317
O  -0.24975  0.29449  -2.99529
H  0.58865  0.34846  -3.46411
O  3.47006  0.75265  -1.29126
S  3.16278  1.21734  0.03203
O  1.83764  0.97945  0.53060
O  4.24726  0.51803  0.98820
C  4.08988  0.70578  2.40766
C  3.47254  -0.59669  2.93734
C  3.58340  2.95147  0.17225
H  3.44663  1.56180  2.61887
H  5.06285  0.89314  2.86303
H  2.48459  -0.62418  2.48271
H  3.41979  -0.74597  4.01943
H  4.08556  -1.45414  2.65498
H  4.66917  2.93536  0.06298
H  3.23673  3.38839  1.10361
H  3.22868  3.54608  -0.66681
O  1.72324  -2.13956  -0.49776
S  2.34058  -3.05955  -1.40944
O  3.78047  -3.10689  -1.49151
O  1.70800  -4.52802  -1.12470
C  2.57309  -5.51443  -0.52537
C  3.49660  -6.17037  -1.55276
C  1.71969  -2.81068  -3.07752
H  1.97343  -6.30284  -0.06888
H  3.08547  -5.03054  0.30840
H  4.01864  -5.38757  -2.09173
H  2.92804  -6.84195  -2.19541
H  4.16168  -6.84009  -1.00183
H  1.98715  -1.79629  -3.36643
H  0.64688  -2.94804  -3.16194
H  2.31284  -3.54036  -3.62641
C  -1.42638  0.58478  5.09758
C  -2.52762  1.51929  4.70201
O  -2.38326  1.74897  3.28006
S  -0.87451  1.53898  2.77094
O  -0.14293  2.75574  2.64363
O  -0.88804  0.61966  1.67007
O  -0.40137  0.71170  4.07661
H  -1.71915  -0.45739  5.20301
H  -0.80587  0.95888  5.91393
H  -2.48673  2.48274  5.21657
H  -3.56622  1.21987  4.81916

Cartesian forces (eV/Å) of the 3 atoms listed first:
-0.4053 0.1781 -0.3989
-0.5785 -1.1065 -0.0689
0.6761 -0.0468 0.5921

=====

The following is a DFT calculation (ωB97M-V/def2-TZVPD) of a structure of composition C10H21N in a non-equilibrium geometry.

Computed properties:
Energy above the lowest of the compared OMol25 structures with the same formula, charge and spin ... 274.6 kcal/mol
Net charge ... 0
Strongest force on any atom ... 19.85 eV/Å
Orbital gap ... 9.20 eV
LUMO energy ... 1.045 eV

Atoms and positions in Å:
C  -3.70349  -0.81436  -0.19916
N  -2.45209  -0.85817  0.59697
H  -2.77319  -0.74047  1.53462
C  -1.55012  0.16470  0.38267
C  -0.80375  -0.23753  -1.04896
H  -1.12757  0.63065  -1.57181
C  0.60828  -0.26396  -0.59069
C  1.11770  -1.32198  -0.04900
C  2.60780  -1.41945  0.01453
C  3.30878  -0.21323  0.66948
C  2.77585  1.23759  -0.12939
C  1.20711  1.23763  -0.28595
H  1.03574  1.81685  -0.90491
H  0.96647  1.39207  0.86847
H  3.20635  0.91661  -1.29419
H  3.18824  1.91946  0.40149
H  4.39527  -0.40522  0.73538
H  2.90185  -0.08979  1.79273
H  3.14211  -1.49509  -0.96806
H  2.93096  -2.25541  0.83264
H  0.66822  -2.25840  -0.44319
H  0.64328  -1.15542  1.24843
H  1.09176  -0.15617  -1.71464
H  -1.23056  -0.96474  -1.12862
C  -2.18036  1.79173  0.21017
H  -2.66550  1.79848  1.35735
H  -2.82098  1.61539  -0.40067
H  -1.33469  2.51009  0.39082
H  -1.00162  0.05087  1.36864
H  -3.37963  -0.81536  -1.24561
H  -4.30826  -1.62521  -0.19228
H  -4.46394  0.00784  -0.23726

Cartesian forces (eV/Å) of the 3 atoms listed first:
1.6123 2.4392 -2.5097
-4.5693 -0.8873 0.6048
-0.1672 -0.4656 1.0233

=====

The highest strongest force on any atom belongs to which entry?
C10H21N